No. 1
Computed, not measured: a gas-phase ion, C3H5NO3 (charge +1), with ωB97M-V/def2-TZVPD.

As for the energy above the lowest of the compared OMol25 structures with the same formula, charge and spin: 175.31 kJ/mol. As for the spin multiplicity: 2. As for the LUMO energy (alpha / beta): -5.68 / -9.95 eV. For the orbital gap (alpha / beta), the calculation gives 0.394 / 0.224 Eh. Its total charge is +1. Its expectation value of S² is 0.762.

Element x y z (Å)
O (-2.1348, -1.0289, 1.3004)
O (-1.5006, 1.1158, 0.9951)
O (2.6557, -0.8850, -0.2985)
N (-0.6019, -0.5405, -0.4022)
C (-1.4125, -0.2575, 0.7911)
C (1.7685, -0.2159, 0.0722)
C (0.5193, 0.3120, -0.6895)
H (0.3675, 1.3811, -0.7995)
H (-1.6759, 1.4456, 0.1126)
H (1.8978, 0.2086, 1.1112)
H (0.7076, 0.0263, -1.7271)
H (-0.5906, -1.5617, -0.4657)



No. 2
Computed, not measured: a gas-phase ion, C46H71N16O7 (charge +1), with ωB97M-V/def2-TZVPD.

As for the energy above the lowest of the compared OMol25 structures with the same formula, charge and spin: 30.40 kJ/mol. As for the LUMO energy: -1.46 eV. For the orbital gap, the calculation gives 0.327 Eh. Its total charge is +1.

Element x y z (Å)
O (-2.8463, -2.8119, 1.1459)
O (-1.2234, -4.3894, -0.4520)
O (3.8546, 1.9851, -1.0082)
O (2.6464, 0.3411, -3.3700)
O (3.0529, 3.1475, 1.6669)
O (1.8172, 3.4328, 4.5176)
O (-4.1682, 5.8218, 1.0174)
N (-1.1000, -1.5306, -1.7787)
N (-3.6285, -3.6184, -3.2111)
N (1.3562, -1.3798, 3.4676)
N (2.6412, -2.1648, -0.2562)
N (-1.9141, -0.0001, 2.0116)
N (0.1750, -1.7096, -3.4689)
N (-0.0538, -1.0390, -2.3473)
N (-0.4153, 1.4802, 2.2114)
N (1.4341, 0.6863, -0.6380)
N (-2.1444, -2.9547, 3.2728)
N (1.4221, -2.8445, 1.6033)
N (0.3615, -3.4373, 3.5560)
N (-1.3172, 0.8348, 2.8499)
N (3.0800, -1.7637, -2.7273)
N (2.3680, -0.6846, 1.4528)
N (2.3271, 0.6983, 3.2764)
C (-0.9591, 4.3533, 0.2017)
C (-1.6081, -2.3728, 4.4918)
C (1.0430, -2.5148, 2.8502)
C (-4.5614, 1.0392, 1.5794)
C (-2.7323, -3.3873, -2.0944)
C (-1.8297, -4.3653, 3.1156)
C (-3.0252, -0.8072, 2.4439)
C (3.9567, 2.9818, -2.0238)
C (2.0266, -0.1495, -6.3763)
C (-0.3135, -4.5289, 2.8892)
C (-1.9138, 5.1832, 0.7492)
C (-0.7551, -2.6711, -3.6219)
C (1.4154, 3.9590, 3.2681)
C (2.7443, -3.1468, -2.4672)
C (3.0509, 4.1024, -1.8231)
C (4.1921, -1.2980, -1.9147)
C (-0.8981, 0.4472, -7.0529)
C (2.2093, -3.3129, -1.0205)
C (-0.3997, 1.0756, 0.9252)
C (2.3945, -0.8499, -3.4372)
C (4.2817, 3.3724, 1.0093)
C (0.5185, 1.7020, -0.0694)
C (-4.3106, -0.4731, 1.6611)
C (2.0013, -0.4717, 2.7360)
C (-0.2689, 2.3782, -1.1974)
C (2.1547, 1.0112, 4.6731)
C (-0.4378, -0.6411, -6.0891)
C (-3.6279, 3.9446, -0.3869)
C (2.1262, -1.9198, 0.9881)
C (-1.5805, -2.5421, -2.5203)
C (4.0306, -1.8218, -0.4832)
C (0.8761, -0.2904, -5.3823)
C (4.6449, 2.1669, 0.1438)
C (-5.4827, -1.2170, 2.2977)
C (-4.6136, 1.7606, 2.9223)
C (-2.1488, -4.6791, -1.4634)
C (1.2651, -1.3682, -4.3435)
C (1.2313, 2.2136, 4.9216)
C (-0.2566, -3.0548, 4.8012)
C (2.6344, 4.2854, 2.4047)
C (-1.3174, 3.3023, -0.6364)
C (-1.3732, 0.1052, 0.7815)
C (-3.2617, 4.9845, 0.4580)
C (-2.6545, -2.2816, 2.2315)
C (-2.6609, 3.1102, -0.9196)
C (2.2668, 4.9877, -1.6344)
H (-3.7841, 1.5019, 0.9666)
H (1.9121, 0.1730, 0.1731)
H (-4.1832, -0.8479, 0.6397)
H (1.0731, 2.2964, 6.0016)
H (-3.1955, -4.2233, -3.9011)
H (4.2127, 4.2783, 0.3913)
H (-2.3097, -2.5178, 5.3206)
H (0.4276, 2.9377, -1.8268)
H (-3.1844, -0.5858, 3.5009)
H (2.1327, -1.0541, -6.9720)
H (0.7527, 0.6557, -4.8461)
H (-4.4758, -4.0735, -2.8926)
H (2.1838, 1.1427, -1.1814)
H (5.7033, 2.2550, -0.1391)
H (-1.6424, 5.9950, 1.4043)
H (3.1360, 1.2373, 5.1043)
H (-5.6059, -0.9382, 3.3411)
H (1.1301, 2.4349, 0.4651)
H (1.1186, -3.3488, -0.9836)
H (1.8450, 0.6851, -7.0450)
H (-3.2793, -2.8466, -1.3150)
H (3.4465, 4.6219, 3.0619)
H (-2.1511, -4.8801, 4.0243)
H (1.7385, 0.1278, 5.1571)
H (0.8728, 4.8956, 3.4536)
H (3.6808, 2.4658, -2.9510)
H (-1.6628, -0.5022, -0.0521)
H (-5.5103, 1.1839, 1.0591)
H (-0.7685, -3.3361, -4.4579)
H (5.1290, -1.6573, -2.3522)
H (4.3283, -1.0652, 0.2405)
H (-5.3712, 1.3326, 3.5728)
H (0.0286, -5.4824, 3.3026)
H (2.3955, 5.0979, 1.7037)
H (-4.8621, 2.8066, 2.7610)
H (2.9609, 0.0391, -5.8551)
H (0.7534, 3.2628, 2.7442)
H (-0.0593, -4.4864, 1.8291)
H (0.2704, 2.0535, 4.4271)
H (-2.3907, -4.7599, 2.2693)
H (-3.6510, 1.7272, 3.4268)
H (2.5810, -4.2543, -0.5961)
H (-1.2264, -0.7856, -5.3469)
H (4.1847, -0.2080, -1.9400)
H (2.0129, -3.5253, -3.1772)
H (-1.6877, -3.8126, 0.1829)
H (2.6928, 1.4274, 2.6734)
H (-0.3164, -1.5785, -6.6380)
H (-1.6116, -5.2563, -2.2240)
H (-0.3896, -3.9553, 5.4038)
H (-0.2298, 0.5314, -7.9045)
H (4.6537, -2.7139, -0.3279)
H (-0.7493, 1.6080, -1.8030)
H (3.6618, -3.7314, -2.5890)
H (-1.4272, -1.3073, 4.3525)
H (-5.0589, 5.6046, 0.7162)
H (0.0817, 4.5233, 0.4305)
H (-2.9624, 2.3013, -1.5697)
H (0.9087, 0.0208, -1.2516)
H (5.0807, 3.5228, 1.7507)
H (-6.4022, -0.9839, 1.7681)
H (-1.8906, 0.2106, -7.4274)
H (0.3993, -2.3610, 5.3240)
H (1.5955, 5.7829, -1.4958)
H (-0.9430, 1.4095, -6.5484)
H (-4.6711, 3.7848, -0.6242)
H (-5.3240, -2.2915, 2.2458)
H (-2.9767, -5.2929, -1.0790)
H (4.9898, 3.3454, -2.1045)
H (1.5807, -2.2711, -4.8766)
H (4.5001, 1.2538, 0.7270)



No. 3
Computed, not measured: 3 unconnected molecules or ions with the total composition C36H77N7O5P2Si, with ωB97M-V/def2-TZVPD.

As for the LUMO energy: 0.07 eV. For the orbital gap, the calculation gives 0.308 Eh. Its total charge is 0. As for the SMILES: C[Si](C)(CCCCCCCC[C@H]1OC(=O)O[C@H]1CCCCCN)c1ccccc1.CN(C)P(=O)(N(C)C)N(C)C.CN(C)P(=O)(N(C)C)N(C)C.

Element x y z (Å)
P (-3.3019, 4.0074, -4.3362)
P (6.6847, -2.7161, 2.1596)
Si (-4.3176, -2.0596, 4.2519)
O (5.8554, -2.2032, 3.2872)
O (0.9877, -1.9918, -2.4954)
O (2.1722, -0.2539, -1.9414)
O (3.1158, -2.3189, -1.7629)
O (-4.1932, 3.1213, -3.5187)
N (-1.8512, 4.8205, -4.8513)
N (8.0272, -3.3546, 3.0414)
N (0.9733, 1.5648, 4.1029)
N (-4.4023, 5.2200, -4.8575)
N (7.6481, -2.4479, 0.7451)
N (-3.0927, 2.8378, -5.6192)
N (5.7193, -3.9739, 1.5214)
C (-1.3827, 5.7568, -3.7930)
C (-3.1800, 0.2605, -1.5132)
C (-2.1472, -2.3052, 2.3810)
C (-2.5175, -1.9636, 3.6837)
C (0.6036, 1.3570, -0.9976)
C (8.1559, -2.8878, 4.4175)
C (6.1828, -5.0307, 0.6418)
C (-1.1055, -0.6854, -2.7171)
C (-5.4784, -2.0763, 2.7807)
C (2.2116, -1.6132, -2.0441)
C (4.3668, -3.5649, 1.1432)
C (-4.2471, 6.0572, -6.0340)
C (-4.4400, -3.6581, 5.2439)
C (6.9436, -1.5252, -0.1865)
C (0.1594, -1.9001, 2.9414)
C (-6.0929, -0.6856, 0.7270)
C (-0.1986, -1.5327, 4.2328)
C (-0.8032, -2.2677, 2.0120)
C (-5.6894, -0.6512, 2.1998)
C (1.8275, 1.3983, 1.2840)
C (-2.4738, -0.9941, -2.0817)
C (8.4014, -4.7530, 2.9548)
C (1.6980, 2.6944, 3.5411)
C (-3.3832, 1.4532, -5.2586)
C (2.4429, 2.4466, 2.2048)
C (0.9803, -0.0920, -1.1125)
C (9.0008, -1.8878, 0.9390)
C (0.6590, 1.9205, 0.4329)
C (-3.5454, 3.0932, -6.9719)
C (-5.0076, 5.9969, -3.7769)
C (-3.8206, 0.0329, -0.1556)
C (-4.9079, -1.0517, -0.1673)
C (-4.7851, -0.6463, 5.4101)
C (0.0393, -1.1248, -1.8242)
C (-0.6810, 3.9833, -5.1934)
C (-1.5400, -1.5690, 4.6035)
H (-4.0539, 0.1588, 5.4664)
H (5.9549, -1.9095, -0.4422)
H (7.0328, -5.5664, 1.0492)
H (-4.4616, 1.2497, -5.2532)
H (-2.1694, 6.4666, -3.5297)
H (1.2625, -0.5993, -0.1878)
H (1.2064, -1.8983, 2.6636)
H (-1.0378, -1.3011, -3.6153)
H (7.9514, -1.8233, 4.4933)
H (-3.2939, 2.2436, -7.6111)
H (7.5019, -1.4341, -1.1170)
H (-4.9045, -1.0523, 6.4156)
H (-4.0888, 5.4813, -6.9366)
H (-3.4385, 6.7949, -5.9437)
H (2.5874, 3.3726, 1.6462)
H (-5.2857, -1.1379, -1.1894)
H (6.4402, -4.6799, -0.3662)
H (-4.2985, 0.9645, 0.1546)
H (1.0191, 3.5416, 3.4458)
H (0.6753, 3.0106, 0.4002)
H (-5.2238, 5.3583, -2.9210)
H (-6.8630, -1.4523, 0.6033)
H (-4.3623, 6.8198, -3.4379)
H (-0.4314, 3.2634, -4.4098)
H (-6.4436, -0.1564, 2.8102)
H (0.1805, 4.6356, -5.3493)
H (-5.9545, 6.4284, -4.1060)
H (9.6692, -2.6133, 1.3896)
H (-2.3683, -1.7136, -1.2663)
H (-1.8358, -1.2928, 5.6084)
H (5.3879, -5.7725, 0.5397)
H (-0.5341, 6.3365, -4.1527)
H (-0.8363, 3.4460, -6.1215)
H (9.2887, -4.9347, 3.5654)
H (-5.1777, 6.6058, -6.1939)
H (-0.2892, 1.6626, 0.9158)
H (-3.8805, 0.6216, -2.2666)
H (-0.5175, -2.5599, 1.0093)
H (-2.9135, 0.7707, -5.9729)
H (2.6166, 1.0186, 0.6294)
H (3.6900, -4.4222, 1.1455)
H (9.1826, -3.0467, 4.7582)
H (3.9710, -2.8443, 1.8587)
H (-3.6146, -3.6583, 5.9574)
H (-1.0819, 5.2303, -2.8827)
H (-6.4620, -2.4355, 3.0975)
H (1.4788, 0.6973, 3.9967)
H (-3.0212, 3.9437, -7.4118)
H (-4.2297, -4.4761, 4.5521)
H (-4.6298, 3.2560, -7.0330)
H (-2.8942, -2.6023, 1.6566)
H (0.0510, 1.4762, 3.7017)
H (-3.1208, -1.4799, -2.8106)
H (0.5411, -1.2379, 4.9646)
H (9.0016, -0.9830, 1.5523)
H (-6.5175, 0.2719, 0.4212)
H (-3.0285, -0.2162, 0.5548)
H (1.4768, 0.5230, 1.8310)
H (-2.4245, 1.0432, -1.4068)
H (9.4199, -1.6421, -0.0386)
H (2.4506, 2.9972, 4.2710)
H (4.3332, -3.1089, 0.1480)
H (7.4802, -3.4134, 5.1030)
H (-5.7473, -0.2249, 5.1195)
H (6.8189, -0.5266, 0.2431)
H (-4.5352, -2.0325, 0.1283)
H (-1.0346, 0.3528, -3.0356)
H (-5.1477, -2.7533, 1.9921)
H (3.4395, 2.0842, 2.4685)
H (-0.3699, 1.5772, -1.4301)
H (-4.7501, -0.1049, 2.3331)
H (1.3245, 1.9255, -1.5891)
H (8.6951, -5.0221, 1.9384)
H (-5.4004, -3.7878, 5.7355)
H (-2.9876, 1.2080, -4.2772)
H (7.6068, -5.4274, 3.2995)
H (-0.3454, -1.7307, -1.0034)



No. 4
Computed, not measured: 3 unconnected molecules or ions with the total composition C14H27NO12S2, with ωB97M-V/def2-TZVPD.

As for the LUMO energy: 0.45 eV. For the orbital gap, the calculation gives 0.368 Eh. Its total charge is 0. As for the SMILES: [H]/N=C/COC(=O)OOC[C@H](C)CC(C)C.O=S1(=O)OCCO1.O=S1(=O)OCCO1.

Element x y z (Å)
S (-5.0979, 5.6274, 2.1850)
S (-1.4670, 1.4779, -0.5853)
O (-4.8406, 4.1893, 2.8786)
O (-0.9951, 0.5198, 0.3629)
O (0.2077, -0.8311, 0.3082)
O (-5.9564, 5.4388, 1.0680)
O (-1.3496, 1.2873, -1.9910)
O (-5.9485, 6.2926, 3.3863)
O (3.3798, -0.2198, -0.1041)
O (2.6512, -0.9043, 0.8425)
O (1.2070, 0.5726, 1.7263)
O (-3.8509, 6.3071, 2.0928)
O (-0.8329, 2.9217, -0.2136)
O (-3.0144, 1.8363, -0.2514)
N (-1.6052, -1.9626, -1.5587)
C (1.9815, -5.0170, -1.4412)
C (-1.8842, 3.8843, -0.1165)
C (-3.0821, 3.1072, 0.3975)
C (3.4526, -4.3676, -1.3074)
C (3.1716, -0.7404, -1.4327)
C (1.3399, -0.3630, 0.9764)
C (4.2593, -1.8449, -1.8712)
C (3.7625, -3.9993, 0.1918)
C (5.0614, -1.2356, -3.1376)
C (0.2329, -2.2662, 0.1491)
C (3.6123, -3.1998, -2.3766)
C (-0.8164, -2.7597, -0.9336)
C (-6.2667, 5.2965, 4.3610)
C (-5.1434, 4.2805, 4.2724)
H (2.6310, -2.9442, -2.8747)
H (1.4053, -4.6047, -2.3173)
H (-6.3418, 5.7431, 5.3515)
H (2.1041, -6.1398, -1.4997)
H (3.8109, -4.9857, 0.7620)
H (-7.2269, 4.8498, 4.0907)
H (1.3483, -4.8217, -0.5203)
H (4.6975, -1.7073, -4.1006)
H (4.1553, -5.2091, -1.6045)
H (-2.1631, -2.5590, -2.1903)
H (-5.4296, 3.3077, 4.6686)
H (4.2888, -3.5985, -3.1978)
H (-3.0130, 2.9434, 1.4755)
H (5.0305, -1.9475, -1.0634)
H (1.2314, -2.6469, -0.2102)
H (-1.5999, 4.6984, 0.5485)
H (-4.2480, 4.6342, 4.7906)
H (-0.8512, -3.8610, -1.1989)
H (4.9308, -0.1242, -3.2438)
H (6.1718, -1.4279, -3.0643)
H (-4.0247, 3.6029, 0.1659)
H (4.7494, -3.4970, 0.3742)
H (2.9370, -3.4183, 0.7090)
H (-2.0721, 4.2820, -1.1178)
H (-0.0222, -2.8388, 1.0945)
H (3.1785, 0.1582, -2.1242)
H (2.1535, -1.2162, -1.5808)